(w)
The following is a quantum chemistry calculation of a 2-piece molecular cluster, C3H7OS overall, from the Open Molecules 2025 dataset.

Each line ends with the natural charge from an NBO analysis.
CARTESIAN COORDINATES (ANGSTROEM)
H  -0.2540  -0.7738  -1.7659  0.29
H  -1.5560  -1.6047  -0.9515  0.22
C  0.2277  -1.3494  0.1902  0.46
S  -0.8204  1.8840  -0.5711  -0.77
O  1.3625  -1.7442  0.3996  -0.58
H  -0.3136  2.4481  1.6545  0.19
C  -0.4761  -1.6065  -1.1004  -0.74
H  0.8431  1.1910  1.1459  0.17
H  1.1500  2.8286  0.6162  0.18
C  0.3598  2.1262  0.8673  -0.73
H  -0.2661  -0.8009  1.0091  0.13
H  -0.2569  -2.5984  -1.4939  0.20

Calculated values
* HOMO-LUMO gap: 6.39 eV
* E_HOMO: -2.356 eV
* net charge: -1

***

(x)
The following is a quantum chemistry calculation of a 2-piece molecular cluster, C3H7OS overall, from the Open Molecules 2025 dataset.

Each line ends with the natural charge from an NBO analysis.
CARTESIAN COORDINATES (ANGSTROEM)
H  -0.1167  3.6332  -0.7533  0.18
C  -0.6214  2.7023  -0.4905  -0.74
H  -0.6610  2.6380  0.6052  0.18
H  -1.6887  2.7489  -0.7335  0.17
H  -0.8611  -2.8646  0.1075  0.11
H  -0.3365  -0.1835  0.1157  0.51
S  0.3565  1.3006  -1.0948  -0.61
O  -0.5433  -0.9763  0.7351  -0.81
C  -0.2939  -2.2591  0.8210  0.23
C  0.8607  -2.7608  1.3264  -0.60
H  1.4619  -3.5045  0.8179  0.19
H  1.2540  -2.3410  2.2406  0.18

Calculated values
* HOMO-LUMO gap: 7.11 eV
* E_HOMO: -2.901 eV
* net charge: -1

***

Result of the stability comparison: (x) is the least stable of them.

***

(w)
The following is a quantum chemistry calculation of a 2-piece molecular cluster, C3H8NO2S overall, from the Open Molecules 2025 dataset.

Each line ends with the natural charge from an NBO analysis.
CARTESIAN COORDINATES (ANGSTROEM)
C  0.4285  0.2027  -1.0795  -0.53
S  -1.0093  1.4265  -1.3642  -0.75
H  1.7318  2.2432  -0.2492  0.42
H  1.0967  0.6691  -1.8580  0.19
O  1.6418  3.3810  1.8739  -0.62
H  -4.5773  -3.9776  -0.7614  0.46
H  1.1279  1.5542  2.7160  0.09
O  -3.7056  -4.3491  -0.8021  -0.93
C  1.4412  2.2323  1.8172  0.55
C  1.0094  0.2155  0.3126  -0.24
N  1.5926  1.6048  0.5885  -0.65
H  -3.2108  -3.7011  -1.2248  0.47
H  0.2168  -0.8409  -1.2456  0.18
H  2.0158  -0.4608  0.3608  0.15
H  0.2005  -0.1998  0.9158  0.21

Calculated values
* HOMO-LUMO gap: 5.90 eV
* E_HOMO: -2.680 eV
* net charge: -1

***

(x)
The following is a quantum chemistry calculation of a 2-piece molecular cluster, C3H8NO2S overall, from the Open Molecules 2025 dataset.

Each line ends with the natural charge from an NBO analysis.
CARTESIAN COORDINATES (ANGSTROEM)
O  -2.3007  1.0210  -1.5455  -0.68
H  1.0111  1.4395  -1.1348  0.20
C  -0.7811  1.7279  0.1708  -0.51
H  1.1603  2.3937  0.4920  0.18
H  -1.7701  -1.4511  -0.9092  0.38
H  1.5589  -3.0452  0.2113  0.49
N  -1.5557  -0.7112  -0.2374  -0.86
S  1.3125  -0.1747  0.5762  -0.77
H  -0.8977  1.5191  1.1938  0.21
C  -1.5819  0.6023  -0.6354  0.70
C  0.6698  1.5157  -0.0492  -0.49
H  -0.8487  -1.0761  0.4177  0.43
H  -1.1573  2.6916  -0.1610  0.21
H  2.9401  -2.9250  0.9183  0.48
O  2.2406  -3.5277  0.6925  -0.97

Calculated values
* HOMO-LUMO gap: 6.89 eV
* E_HOMO: -3.109 eV
* net charge: -1

***

Result of the stability comparison: (w) is the least stable of them.

***

(w)
The following is a quantum chemistry calculation of C7H8N2O in the gas phase, from the Open Molecules 2025 dataset.

Each line ends with the natural charge from an NBO analysis.
CARTESIAN COORDINATES (ANGSTROEM)
H  2.7398  -0.1049  2.2371  0.19
N  0.9729  0.2560  1.0299  -0.43
C  1.9887  -1.8354  -0.4920  -0.17
C  2.0828  -0.2695  1.3613  0.05
H  -1.5472  -0.3261  -0.9256  0.41
C  -1.5285  1.4968  0.1571  0.69
C  0.2535  -0.2243  0.0467  0.38
H  0.2295  -1.6586  -1.7586  0.20
C  0.8300  -1.2594  -0.7511  -0.28
O  -0.9434  2.3114  0.8319  -0.54
H  -2.9966  1.9261  -1.4082  0.23
H  -3.3131  2.4237  0.2545  0.24
H  2.4716  -2.5836  -1.3337  0.23
C  2.7463  -1.2395  0.6224  -0.25
C  -2.9618  1.6862  -0.3751  -0.70
N  -0.9579  0.3129  -0.3121  -0.63
H  3.5260  -1.6326  0.9776  0.19
H  -3.5927  0.7207  -0.1622  0.21

Calculated values
* HOMO-LUMO gap: 9.34 eV
* E_HOMO: -8.664 eV

***

(x)
The following is a quantum chemistry calculation of a 2-piece molecular cluster, C7H8N2O overall, from the Open Molecules 2025 dataset.

Each line ends with the natural charge from an NBO analysis.
CARTESIAN COORDINATES (ANGSTROEM)
C  0.6320  0.5204  0.8730  -0.02
H  1.8557  1.4132  -2.3023  0.40
C  0.8995  0.4260  -0.5891  0.06
C  0.0679  -0.9091  1.1962  0.13
C  -1.6383  0.6381  0.5894  -0.17
H  2.0610  0.4556  2.2838  0.02
H  0.0750  -0.4727  -3.1818  0.37
H  0.9225  -2.1465  -0.0818  0.49
H  -0.3408  -0.9666  2.1585  0.20
N  0.1231  0.1814  -2.4042  -0.42
H  -1.8328  -1.3885  0.1313  0.22
C  -0.1336  -0.4027  -1.0698  -0.03
H  -2.6050  0.8789  0.5941  0.21
C  -0.6351  1.3754  1.0863  -0.26
H  -0.6168  2.3812  1.6005  0.24
C  -1.0798  -0.6720  0.0853  -0.31
N  1.3637  0.6788  -1.8318  -0.41
O  0.8818  -1.9910  0.8624  -0.71

Calculated values
* HOMO-LUMO gap (spin up / spin down): 7.79 / 7.79 eV
* E_HOMO (spin up / spin down): -7.730 / -7.729 eV

***

Result of the stability comparison: (x) is the least stable of them.

***

(w)
The following is a quantum chemistry calculation of a 11-piece molecular cluster, C22H44Br22 overall, from the Open Molecules 2025 dataset.

Each line ends with the Mulliken charge.
CARTESIAN COORDINATES (ANGSTROEM)
C  -1.7140  3.3644  2.3340  -0.62
Br  0.0968  3.2780  -4.9362  -0.13
C  -2.8313  -4.2688  -1.5876  -0.57
H  -0.8135  2.5197  0.6222  -0.35
Br  3.6540  1.0355  -5.7035  -0.14
Br  3.8168  2.5789  0.9103  -0.06
C  0.8895  -0.2428  0.5173  0.53
Br  -3.0244  -1.0800  -3.8475  -0.16
H  -4.0421  1.6630  -3.7796  0.44
H  -1.3212  -0.4453  0.3123  -0.23
H  1.3051  -1.1933  0.2052  -0.22
C  1.6420  -0.5991  -4.6265  -0.59
C  -2.4448  -1.6881  5.4197  -0.51
H  4.4065  -5.3370  -1.6535  0.41
C  -2.1372  -5.3858  -2.3072  -0.64
Br  0.7897  6.5716  -3.8751  -0.18
H  -1.8631  2.4048  2.8227  0.35
H  2.0871  -3.7700  -0.4683  0.10
H  -0.7745  0.6525  1.4779  -0.66
H  6.3633  1.4725  -1.7543  0.45
Br  3.5099  1.5884  7.1473  -0.16
H  0.3569  3.2780  1.7854  0.21
H  2.7363  0.8529  -3.4230  -0.23
H  1.9508  3.3542  4.1016  0.20
H  2.9815  3.8412  6.3220  0.43
Br  0.9320  0.9996  -0.9958  0.07
H  -2.4031  1.8094  -4.3335  0.34
H  0.8668  0.1091  -4.8931  0.25
Br  -1.9568  -3.5492  7.5492  -0.17
Br  -0.6740  4.9631  0.2042  -0.15
Br  -0.6938  -1.6817  2.3832  -0.14
H  -1.7225  -6.0887  -1.5939  0.39
Br  1.7630  0.9199  4.1497  -0.08
Br  -1.5303  -2.9227  -0.9737  0.07
H  0.1596  4.0095  -2.5883  -0.12
C  3.4005  -4.9362  -1.6612  -0.61
C  4.6394  1.4296  -0.4267  -0.07
H  -6.2382  -3.2159  0.4743  0.44
H  -3.2876  0.3502  -1.7713  -0.44
H  -1.6305  0.4304  -2.3258  -0.12
Br  5.1476  3.5994  -2.2380  -0.15
H  -1.5998  -1.0149  5.4634  0.40
Br  1.0647  -1.8562  -3.2184  -0.06
H  -6.0394  -1.0287  1.8260  0.36
C  -0.6020  3.3507  1.2841  0.25
Br  -3.8809  -0.8219  4.4065  -0.13
C  2.9244  0.0754  -4.1511  -0.17
H  3.4397  -4.4858  0.4395  0.48
H  -4.9873  -2.5815  -0.6266  0.17
Br  2.2307  -6.4885  -1.4884  -0.17
Br  -1.3074  4.6296  3.7873  -0.20
H  -3.0118  -1.2490  7.4662  0.39
H  1.8998  -1.2340  -5.4655  0.47
Br  -4.0150  -3.2885  1.5821  -0.10
C  5.7785  2.1302  -1.1205  -0.67
H  2.5989  4.8143  -4.2023  0.45
C  -5.3835  -2.5507  0.3827  -0.37
H  3.1633  -4.4591  -2.6033  0.32
H  3.8912  1.0276  -1.1029  -0.30
C  -0.5238  -0.3154  1.0391  0.75
C  -2.6627  0.4322  -2.6575  0.73
H  -2.2271  -2.5839  4.8495  0.27
H  1.4994  2.8629  6.4834  0.37
H  -3.9980  -2.4291  6.6495  0.34
C  2.5071  2.8890  6.0929  -0.68
C  -3.0085  1.6675  -3.4441  -0.63
C  -2.9730  -2.0936  6.7861  -0.59
C  2.5898  2.6378  4.6119  -0.49
Br  -2.7339  3.3035  -2.3922  -0.17
H  -6.6416  -0.7891  0.1911  0.40
H  2.3366  5.2274  -2.4781  0.44
H  -3.3546  -4.5738  -0.6901  0.33
H  6.4224  2.5804  -0.3707  0.42
H  -3.5095  -3.7369  -2.2496  0.28
C  -5.8067  -1.1664  0.7761  -0.76
H  -2.6483  3.6997  1.8937  0.46
C  3.1492  -4.0089  -0.4880  -0.38
H  4.9859  0.5542  0.1238  0.34
H  3.6098  -0.6628  -3.7502  0.41
H  3.6013  2.6409  4.2298  0.40
H  1.4787  2.9190  -2.8591  -0.76
Br  4.1989  -2.4159  -0.7603  -0.13
H  1.4803  0.1889  1.3225  0.08
C  1.8621  4.9963  -3.4243  -0.76
Br  -4.3896  0.1928  0.5348  -0.09
H  -1.3503  -5.0642  -2.9744  0.32
Br  -3.4236  -6.3796  -3.4045  -0.19
C  0.9738  3.7866  -3.2748  0.97

Calculated values
* HOMO-LUMO gap: 10.00 eV
* E_HOMO: -9.869 eV

***

(x)
The following is a quantum chemistry calculation of a 11-piece molecular cluster, C22H44Br22 overall, from the Open Molecules 2025 dataset.

Each line ends with the Mulliken charge.
CARTESIAN COORDINATES (ANGSTROEM)
H  -9.9116  25.7733  11.7733  0.41
H  -1.6245  21.9527  20.7304  0.44
H  -10.6709  18.9410  13.6357  -0.23
C  -5.3086  19.4418  9.8052  -0.14
C  -7.7447  16.8616  13.9575  0.60
H  -1.7583  18.2718  14.4342  0.44
H  -7.5132  15.3684  12.4334  0.42
Br  -7.8951  22.6271  17.4815  -0.08
H  -7.5978  25.0402  11.6152  0.19
H  -12.3076  19.9604  18.9902  0.44
Br  -12.5877  20.5169  13.4681  -0.19
H  -6.5244  22.7263  19.5762  0.23
H  -7.7090  21.4929  19.7320  0.36
C  -6.4574  20.3483  15.0058  -0.06
C  -5.7686  25.4425  15.2723  -0.42
H  -6.3782  21.8826  13.4265  0.00
H  -6.0693  19.3341  15.0378  0.12
H  -5.7967  18.6237  19.9294  0.52
H  -10.5987  20.0031  18.8772  0.23
C  -8.4386  23.5335  20.0863  -0.55
H  -4.9761  23.7801  16.3494  -0.14
Br  -8.9245  18.8728  11.2205  -0.05
Br  -4.0714  16.5033  21.2160  -0.18
H  -5.7538  16.0148  19.4143  0.46
C  -5.9519  20.9280  13.7118  0.45
C  -2.0657  18.4191  15.4620  -0.17
C  -11.4899  19.7326  18.3102  -0.46
Br  -5.5368  16.8079  12.2355  -0.18
Br  -4.1653  21.4089  17.9314  0.03
H  -8.1044  24.5288  19.8143  0.37
Br  -4.9184  25.7175  17.9525  -0.19
Br  -9.7084  24.1421  13.6183  -0.09
H  -3.2096  22.7443  20.3557  0.37
Br  -7.8771  22.6051  11.1618  -0.01
H  -8.3844  24.7324  10.0580  0.38
Br  -11.4513  17.8508  17.9057  -0.18
Br  -8.1712  23.2856  21.9994  -0.18
Br  -0.6390  19.5251  16.2299  -0.17
C  -2.6009  21.8533  20.2685  -0.69
C  -7.5743  22.5123  19.3783  -0.51
C  -5.2160  18.0988  19.1804  -0.34
H  -4.1619  20.9439  10.8543  0.27
H  -10.5264  24.2430  11.2392  0.36
H  -9.9039  20.8897  12.2953  0.00
C  -4.0911  19.9162  10.5096  -0.36
H  -12.5980  20.3013  16.6138  0.40
C  -4.8783  16.6569  19.4545  -0.54
C  -8.3781  24.4780  11.1138  -0.52
Br  -8.3865  20.0872  14.9273  0.00
H  -3.8454  19.3048  11.3765  0.15
C  -6.9264  15.8312  13.2185  -0.45
H  -4.2863  18.6586  19.0858  -0.04
H  -2.4123  17.3681  17.2931  0.23
Br  -2.4888  19.9370  9.3950  -0.14
C  -10.3419  20.0257  11.8036  -0.21
C  -2.1777  17.1593  16.2536  -0.39
H  -10.8974  20.2414  16.2690  -0.28
H  -1.2675  16.5721  16.1988  0.42
H  -6.0601  20.2196  12.8944  -0.03
H  -6.1705  20.8832  15.8998  -0.13
Br  -5.6832  20.4522  8.1914  -0.14
Br  -9.5888  16.3669  14.2225  -0.13
Br  -6.1246  18.2035  17.4703  -0.01
H  -5.7087  26.5245  15.2385  0.44
Br  -4.0358  21.2475  13.9506  -0.20
H  -7.7341  17.8074  13.4337  -0.53
H  -9.4979  23.3991  19.9111  0.34
H  -2.9605  19.0298  15.5116  -0.21
H  -10.9414  20.3468  10.9562  0.45
H  -6.1750  19.4812  10.4623  -0.21
Br  -3.5884  16.0681  15.4946  -0.15
H  -1.9179  20.5126  18.6658  0.33
C  -11.6143  20.5002  17.0391  -0.10
H  -11.7726  18.4807  12.3450  0.48
H  -7.3384  17.0808  14.9447  -0.19
H  -1.8994  22.2430  18.3703  0.45
Br  -3.5074  20.5020  21.3493  -0.15
H  -6.7946  25.1406  15.4518  0.26
C  -11.2307  19.3128  12.7828  -0.22
H  -4.1578  16.2688  18.7424  0.20
H  -5.2113  18.4172  9.4594  0.44
Br  -5.2556  24.8727  13.4686  -0.21
C  -9.6948  24.7045  11.7636  -0.69
Br  -11.5213  22.3975  17.3687  -0.18
H  -6.4350  15.0990  13.8448  0.38
C  -2.4586  21.4327  18.8448  -0.73
H  -3.7568  24.9374  15.8855  0.46
C  -4.7820  24.8409  16.2233  -0.23

Calculated values
* HOMO-LUMO gap: 9.88 eV
* E_HOMO: -9.786 eV

***

Result of the stability comparison: (w) is the least stable of them.